Below is 2 unconnected molecules or ions with the total composition C3H10OS in a non-equilibrium geometry, with properties calculated with the ωB97M-V functional and the def2-TZVPD basis.

Summary:
Maximum force (eV/A): 5.369
Highest occupied orbital energy (alpha / beta) (eV): 1.1 / -5.5
Expectation value of S²: 0.7505
Gap between HOMO and LUMO (alpha / beta) (eV): 2.2 / 8.7

Structure (ORCA input):
```
! RIJCOSX wB97M-V def2-TZVPD def2/J DEFGRID3
* xyz -1 2
C -2.4500 -2.2024 2.2408
O -1.8850 -0.9641 1.8063
H -3.5591 -1.8660 2.3662
H -2.1366 -2.3311 3.2318
H -2.3891 -3.0717 1.5582
H -1.5613 -1.2457 1.0259
C 0.5554 1.3484 -1.4848
C 2.0956 0.7971 -1.4022
S 2.9740 1.9407 -0.3512
H 0.2652 0.8454 -0.4705
H 0.4674 2.4312 -1.3784
H -0.0389 1.0206 -2.3022
H 2.5573 0.7334 -2.5031
H 2.0681 -0.2251 -0.9696
H 3.0370 2.7891 -1.3671
*
```

---

Below is a single C4H5NO3 molecule in a non-equilibrium geometry, with properties calculated with the ωB97M-V functional and the def2-TZVPD basis.

Summary:
Maximum force (eV/A): 6.168
Highest occupied orbital energy (eV): -7.2
SMILES: Oc1ccn(O)c1O
Gap between HOMO and LUMO (eV): 7.8

Structure (ORCA input):
```
! RIJCOSX wB97M-V def2-TZVPD def2/J DEFGRID3
* xyz 0 1
O -1.4410 1.7995 0.0345
C -0.4525 0.8382 -0.1083
C 0.2841 0.4762 -1.2237
C 1.0253 -0.5956 -0.8865
N 0.7271 -0.9437 0.3686
O 1.0087 -2.2239 0.8798
C -0.1417 -0.1707 0.9826
O -0.6454 -0.4163 2.2019
H -1.2348 2.5075 -0.4981
H 0.1916 0.9618 -2.1383
H 1.7809 -0.9884 -1.4746
H 1.6859 -2.3494 1.5818
H -1.2193 0.2702 2.4818
*
```

---

Below is a molecular structure, C16H21N6O5OsPS in a non-equilibrium geometry, with properties calculated with the ωB97M-V functional and the def2-TZVPD basis.

Summary:
Maximum force (eV/A): 3.063
Highest occupied orbital energy (alpha / beta) (eV): -14.7 / -14.7
Expectation value of S²: 6.0402
Gap between HOMO and LUMO (alpha / beta) (eV): 7.0 / 5.6

Structure (ORCA input):
```
! RIJCOSX wB97M-V def2-TZVPD def2/J DEFGRID3
* xyz 2 5
Os -0.3596 -0.6137 0.5326
C 0.8340 1.2349 4.2701
C 0.4992 0.9195 2.8647
N 0.0415 -0.2622 2.4885
N -0.1381 -1.1768 3.4374
C -0.6557 -2.3259 3.1119
N -0.8576 -3.2687 4.0146
S -1.1192 -2.6343 1.4221
C 0.6557 1.8796 1.7880
C 1.0802 3.2016 1.9495
C 1.1610 4.0249 0.8370
C 0.8325 3.5121 -0.4123
C 0.4398 2.1847 -0.5061
N 0.3419 1.4029 0.5604
H 0.5219 0.4258 4.9245
H 0.3586 2.1622 4.5855
H 1.9115 1.3687 4.3736
H -0.6069 -3.1061 4.9803
H -1.2833 -4.1505 3.7693
H 1.3243 3.5796 2.9292
H 1.4825 5.0507 0.9442
H 0.8796 4.1241 -1.2993
H 0.2068 1.7322 -1.4605
O -3.3876 1.2872 -4.4342
C -3.8400 2.0250 -3.4686
O -4.5729 2.9687 -3.6197
C -3.4170 1.7089 -2.0562
C -3.9020 2.3933 -0.9484
N -3.2915 1.8897 0.1308
N -2.4446 0.9136 -0.1865
C -2.5041 0.7771 -1.5103
C -1.6857 -0.2992 -2.1527
O -1.7390 -0.4931 -3.3524
O -0.9583 -0.9549 -1.3292
H -2.7726 0.5396 -4.1930
H -4.6303 3.1769 -0.9080
H -3.4817 2.1212 1.0974
C 3.2596 -3.5523 -0.4081
P 2.3103 -2.2878 -1.3105
C 3.4045 -1.5522 -2.5656
C 0.9803 -3.1392 -2.2115
O 1.7732 -1.2277 -0.3643
H 3.6924 -4.2521 -1.1189
H 2.6044 -4.0918 0.2721
H 4.0587 -3.0836 0.1624
H 3.8539 -2.3438 -3.1608
H 4.1898 -0.9753 -2.0834
H 2.8223 -0.9042 -3.2167
H 1.3860 -3.9648 -2.7875
H 0.4949 -2.4360 -2.8848
H 0.2468 -3.5110 -1.4980
*
```

---

Below is a single C2Cl4 molecule in a non-equilibrium geometry, with properties calculated with the ωB97M-V functional and the def2-TZVPD basis.

Summary:
Maximum force (eV/A): 4.044
Highest occupied orbital energy (eV): -9.6
SMILES: ClC(Cl)=C(Cl)Cl
Gap between HOMO and LUMO (eV): 10.2

Structure (ORCA input):
```
! RIJCOSX wB97M-V def2-TZVPD def2/J DEFGRID3
* xyz 0 1
Cl -1.3056 -1.7152 -0.1997
C -0.4213 -0.3469 -0.4120
Cl -0.0252 0.0973 -2.0336
C 0.2590 0.3644 0.4279
Cl 0.1774 -0.1271 2.1448
Cl 1.2107 1.7389 0.0829
*
```

---

Below is a single C4H7N3 molecule in a non-equilibrium geometry, with properties calculated with the ωB97M-V functional and the def2-TZVPD basis.

Summary:
Maximum force (eV/A): 1.110
Highest occupied orbital energy (eV): -9.2
SMILES: [H]/N=C1\CCN\C1=N\[H]
Gap between HOMO and LUMO (eV): 9.8

Structure (ORCA input):
```
! RIJCOSX wB97M-V def2-TZVPD def2/J DEFGRID3
* xyz 0 1
H 2.3065 0.8721 -1.1650
N 1.4115 1.0687 -1.6124
C 0.6368 0.4588 -0.8200
C 1.0810 -0.3204 0.4069
C -0.1454 -0.1896 1.2991
N -1.2276 -0.1607 0.3253
C -0.8694 0.4503 -0.8602
N -1.6961 0.8914 -1.7214
H -1.2006 1.2797 -2.5233
H 1.2825 -1.3606 0.1214
H 1.9933 0.0654 0.8824
H -0.0619 0.7518 1.8644
H -0.2658 -1.0127 2.0041
H -2.1864 -0.0852 0.6233
*
```

---

Below is a single C5H5NO molecule in a non-equilibrium geometry, with properties calculated with the ωB97M-V functional and the def2-TZVPD basis.

Summary:
Maximum force (eV/A): 4.105
Highest occupied orbital energy (eV): -10.3
SMILES: C=C(C)C(=O)C#N
Gap between HOMO and LUMO (eV): 9.7

Structure (ORCA input):
```
! RIJCOSX wB97M-V def2-TZVPD def2/J DEFGRID3
* xyz 0 1
C -0.0202 -1.1849 1.0825
C -0.1055 -0.1413 0.2729
C -1.3403 0.3289 -0.4268
C 1.1357 0.8557 0.1796
O 1.3808 1.7742 0.8951
C 1.7142 0.3141 -1.0053
N 2.1569 -0.0343 -2.0159
H -0.8775 -1.8082 1.2897
H 0.9074 -1.4687 1.5529
H -2.1856 -0.3349 -0.1980
H -1.1740 0.3471 -1.5189
H -1.5918 1.3523 -0.1080
*
```

---

Below is a single C4H7NS2 molecule in a non-equilibrium geometry, with properties calculated with the ωB97M-V functional and the def2-TZVPD basis.

Summary:
Maximum force (eV/A): 7.946
Highest occupied orbital energy (eV): -8.5
SMILES: S=CC1(S)CNC1
Gap between HOMO and LUMO (eV): 7.4

Structure (ORCA input):
```
! RIJCOSX wB97M-V def2-TZVPD def2/J DEFGRID3
* xyz 0 1
S 2.4361 -0.8055 0.1346
C 0.8312 -1.4241 -0.1858
C -0.1974 -0.3884 0.0194
S -1.7925 -1.1448 0.2369
C -0.4101 0.8440 -0.9680
N 0.0477 1.6281 0.1453
C -0.0356 0.6081 1.2360
H 0.5158 -2.5812 -0.4892
H -1.6199 -2.2016 -0.6421
H 0.6184 1.1660 -1.6919
H -1.3645 1.0027 -1.3145
H 0.9775 2.1584 -0.1469
H 1.0245 0.5038 1.8499
H -1.0313 0.6345 1.8162
*
```

---

Below is a molecular structure, C17H14Cl2N3O4PmS, with properties calculated with the ωB97M-V functional and the def2-TZVPD basis.

Summary:
Maximum force (eV/A): 0.941
Highest occupied orbital energy (alpha / beta) (eV): -13.2 / -13.2
Expectation value of S²: 6.0060
Gap between HOMO and LUMO (alpha / beta) (eV): 5.8 / 5.9

Structure (ORCA input):
```
! RIJCOSX wB97M-V def2-TZVPD def2/J DEFGRID3
* xyz 2 5
Pm 0.2370 0.4912 -0.1180
O -1.2617 4.1372 2.1418
C -0.8714 3.3162 1.2161
O 0.1104 2.5950 1.2780
C -1.7073 3.3035 -0.0277
C -2.7968 4.1203 -0.2842
C -3.3849 4.0431 -1.5393
C -2.8337 3.2072 -2.5024
C -1.7484 2.4189 -2.1519
N -1.2361 2.4318 -0.9187
C -0.9588 1.5095 -3.0480
O -1.1340 1.4955 -4.3348
O -0.1066 0.7921 -2.5442
H -0.6939 4.1089 2.9299
H -3.1601 4.8075 0.4675
H -4.2498 4.6479 -1.7761
H -3.2561 3.1819 -3.4988
H -1.7788 2.1273 -4.6813
Cl 2.5426 0.2545 1.1346
C 2.1980 -0.4860 2.7083
C 3.3188 -0.8055 3.4506
C 3.1620 -1.4057 4.6852
C 1.8908 -1.6803 5.1552
C 0.7754 -1.3488 4.4015
Cl -0.7761 -1.7089 5.0399
C 0.8902 -0.7302 3.1374
S -0.6013 -0.3267 2.2816
H 4.3057 -0.5882 3.0634
H 4.0303 -1.6558 5.2774
H 1.7433 -2.1599 6.1131
C 0.0078 -4.7989 -2.8310
N 0.4665 -3.5357 -2.2662
C 1.5691 -2.8330 -2.6742
C 1.6215 -1.7180 -1.9003
N 0.5454 -1.7226 -1.0293
C -0.1223 -2.8396 -1.2879
H 0.8215 -5.2601 -3.3819
H -0.8259 -4.6323 -3.5110
H -0.3086 -5.4742 -2.0401
H 2.2160 -3.1783 -3.4623
H 2.3632 -0.9341 -1.9138
H -1.0029 -3.1666 -0.7582
*
```

---

Below is a molecular structure, C5H8BrClO3S in a non-equilibrium geometry, with properties calculated with the ωB97M-V functional and the def2-TZVPD basis.

Summary:
Maximum force (eV/A): 3.014
Highest occupied orbital energy (eV): -9.5
Gap between HOMO and LUMO (eV): 8.8

Structure (ORCA input):
```
! RIJCOSX wB97M-V def2-TZVPD def2/J DEFGRID3
* xyz 0 1
C -1.2081 0.5774 -1.4130
C -0.9404 1.9497 -1.9380
C 0.8506 -1.0713 2.6796
C -0.1088 -0.8491 1.5367
C -0.2236 -0.4667 -1.7618
O -2.0993 0.2998 -0.6387
O 1.0568 1.2854 0.3532
O 2.0905 -0.9153 0.0166
S 0.9058 -0.1300 0.1883
Cl -0.7271 -2.1124 -1.6205
Br 1.1333 -0.1524 -3.0268
H -0.0472 2.3320 -1.4409
H -1.7820 2.5944 -1.6998
H -0.7612 1.9416 -3.0095
H 1.2688 -0.1249 3.0134
H 0.3389 -1.5441 3.5164
H 1.6656 -1.7152 2.3574
H -0.8911 -0.1267 1.7432
H -0.5216 -1.7722 1.1442
*
```

---

Calculated ΔE to the lowest compared entry with this formula, charge and spin, 46.4; 94.3; 0.0; 3.5; 8.4; 46.5; 113.3; 27.2; 0.0 kcal per mole (same order as the records).